Entry 1:
Computed, not measured: C60H52BCl2N2O6P3TeY as an isolated structure at a distorted geometry, with wB97M-V/def2-TZVPD.

The geometry in ORCA input format:
```
! RIJCOSX wB97M-V def2-TZVPD def2/J DEFGRID3
* xyz -1 1
Te -0.610 -4.293 0.484
Y 0.119 0.363 -0.653
Cl 3.473 0.334 -4.298
Cl 0.009 3.486 -1.519
P -3.238 2.136 -1.386
P 1.614 -2.250 -0.330
P -0.073 -1.520 1.923
O 0.300 2.876 1.702
O -1.200 -1.485 -1.998
O 0.415 -1.065 -4.286
O 2.390 2.192 1.064
O -2.221 1.224 2.111
O -2.240 1.152 -0.826
N 1.018 0.859 -2.499
N 1.879 -8.488 1.031
C 2.937 -1.181 4.756
C -1.080 -3.000 4.111
C 5.328 -1.556 1.396
C 2.136 -3.701 -1.315
C -7.363 0.497 -0.278
C 2.488 3.323 1.823
C -3.102 2.189 -3.159
C 1.746 1.927 -2.882
C 3.008 -4.650 -0.784
C 2.203 4.389 -2.790
C 1.232 3.738 2.207
C 1.453 3.265 -2.501
C 2.836 -5.971 -2.791
C 2.919 1.892 -3.695
C -2.015 1.546 -3.748
C 0.929 -8.344 0.104
C -5.009 0.190 -0.659
C 5.759 -0.430 0.692
C -3.740 -2.509 3.477
C 3.711 -0.453 -0.569
C 0.915 0.410 3.737
C -2.768 6.164 -1.211
C -1.384 -2.214 3.004
C 4.094 -2.121 1.116
C -2.094 -3.547 4.887
C -3.210 4.062 0.566
C -1.877 1.553 -5.131
C -2.884 4.867 -1.691
C -3.105 3.814 -0.806
C -5.996 2.380 -0.886
C -6.252 -0.332 -0.324
C -2.821 2.193 -5.918
C 3.353 -5.780 -1.514
C -2.720 -1.970 2.702
C 1.624 -3.903 -2.592
C 0.187 -7.184 -0.075
C 3.446 5.163 2.959
C 1.779 0.923 4.695
C 2.806 0.128 5.199
C -4.061 2.821 -3.955
C -7.237 1.853 -0.558
C 1.971 -5.029 -3.332
C 4.953 0.115 -0.293
C 3.265 -1.570 0.135
C 1.414 -6.224 1.723
C 0.850 -2.947 1.194
C -2.861 6.407 0.151
C 3.351 4.263 -3.559
C 3.623 4.010 2.183
C -4.880 1.549 -0.945
C 2.176 5.586 3.341
C 1.033 4.868 2.963
C 1.071 -0.886 3.245
C 2.096 -7.428 1.820
C 3.696 2.994 -4.010
C 0.437 -6.096 0.747
C -3.081 5.358 1.038
C 2.073 -1.681 3.786
C -3.427 -3.304 4.572
C -3.917 2.824 -5.332
B 1.007 1.858 0.942
H 1.655 -5.381 2.366
H -1.255 1.061 -3.143
H 4.584 2.847 -4.612
H 3.761 -2.995 1.664
H -4.774 -2.306 3.226
H -4.923 3.304 -3.508
H -5.897 3.444 -1.072
H 5.270 0.988 -0.850
H 3.498 0.530 5.929
H 3.083 -0.018 -1.344
H 0.102 1.025 3.370
H -2.962 -1.344 1.851
H -2.407 1.063 1.172
H -1.505 1.879 2.075
H -4.217 -3.729 5.179
H 5.955 -1.986 2.168
H 3.099 -6.856 -3.357
H 3.961 5.124 -3.794
H 0.713 -0.281 -3.695
H -2.708 2.202 -6.995
H 1.557 -5.171 -4.323
H 1.237 -1.549 -4.418
H -3.372 3.252 1.269
H -0.550 -7.138 -0.870
H 2.867 -7.546 2.575
H -1.024 1.056 -5.575
H -2.752 7.417 0.526
H 0.928 -3.183 -3.000
H 4.313 5.736 3.263
H 3.405 -4.517 0.215
H -6.346 -1.386 -0.097
H -3.146 5.547 2.102
H -1.280 -2.429 -1.797
H -8.102 2.502 -0.509
H 1.888 5.349 -2.404
H 1.655 1.943 5.040
H 4.015 -6.519 -1.079
H 0.757 -9.196 -0.545
H -4.660 3.312 -5.951
H -1.842 -4.163 5.742
H 2.167 -2.701 3.424
H 2.070 6.485 3.935
H -0.681 -1.450 -2.843
H -4.134 -0.449 -0.698
H -2.776 4.672 -2.750
H 4.602 3.665 1.876
H 3.719 -1.815 5.157
H 6.719 0.018 0.921
H -2.584 6.978 -1.901
H -8.331 0.089 -0.014
H -0.045 -3.193 4.366
H 0.037 5.185 3.245
*
```

Results
Largest force on an atom, eV/Å: 3.4
Energy relative to the best compared isomer or geometry (same formula, charge and spin), kJ/mol: 52.13
HOMO, eV: -4.1221

Mulliken population analysis, charges in e, atoms 1 to 5:
1 Te 0.319
2 Y -2.270
3 Cl -0.252
4 Cl 0.285
5 P 0.196



Entry 2:
Computed, not measured: one molecule with the formula C16H22O4, with wB97M-V/def2-TZVPD.

The geometry in ORCA input format:
```
! RIJCOSX wB97M-V def2-TZVPD def2/J DEFGRID3
* xyz 0 1
O 0.395 -1.761 -2.081
O 2.515 -2.307 2.112
O 1.980 -0.347 -1.367
O -0.911 0.249 -1.025
C 1.464 -1.788 4.134
C -0.803 0.322 -2.219
C 0.641 -1.010 4.920
C 1.044 -0.348 2.261
C 0.001 0.110 4.397
C 1.365 -1.372 -1.239
C -2.851 0.942 -3.394
C 0.219 0.422 3.065
C -1.532 2.689 -2.172
C -0.882 0.958 5.263
C -0.662 1.750 -4.325
C 1.676 -1.465 2.794
C -0.045 -0.765 -2.987
C -1.436 1.434 -3.045
C 1.571 -2.397 -0.152
C 2.767 -2.057 0.750
H -3.404 0.705 -2.488
H -2.035 2.458 -1.238
H 3.624 -2.689 0.507
H -1.522 1.594 4.657
H 0.657 -2.408 0.448
H -2.087 3.468 -2.689
H 0.814 -0.316 -3.496
H 1.667 -3.382 -0.608
H 1.960 -2.657 4.536
H -1.126 2.598 -4.823
H 3.055 -1.010 0.591
H 1.173 -0.059 1.231
H -1.506 0.337 5.903
H -2.813 0.054 -4.021
H 0.489 -1.275 5.956
H -0.537 3.061 -1.940
H -0.695 -1.264 -3.706
H 0.367 2.015 -4.097
H -3.385 1.721 -3.932
H -0.268 1.283 2.630
H -0.276 1.597 5.906
H -0.667 0.911 -5.017
*
```

Results
Largest force on an atom, eV/Å: 0.5
Energy relative to the best compared isomer or geometry (same formula, charge and spin), kJ/mol: 97.28
SMILES string: Cc1ccc(OCCC(=O)OCC(=O)C(C)(C)C)cc1
HOMO, eV: -8.0643

Mulliken population analysis, charges in e, atoms 1 to 5:
1 O -0.399
2 O -0.461
3 O -0.611
4 O -0.627
5 C -0.679



Entry 3:
Computed, not measured: an isolated ion of composition C5H12N3 and charge +1, with wB97M-V/def2-TZVPD.

The geometry in ORCA input format:
```
! RIJCOSX wB97M-V def2-TZVPD def2/J DEFGRID3
* xyz 1 1
N -1.213 -0.516 -0.297
N -0.294 1.839 -0.865
N 0.622 1.093 -0.078
C 0.679 -1.370 -0.861
C 0.771 1.326 1.366
C 0.234 -0.283 0.124
C 0.603 -0.186 1.598
C -0.796 -1.658 -1.155
H -0.172 -0.478 2.301
H -1.151 -2.608 -0.762
H 1.233 -2.186 -0.409
H -0.026 1.936 1.801
H -0.769 2.546 -0.304
H 1.526 -0.705 1.839
H -1.112 -1.549 -2.190
H 0.212 2.323 -1.605
H -1.936 -0.684 0.405
H 1.246 -0.972 -1.698
H -1.398 0.379 -0.829
H 1.740 1.753 1.620
*
```

Results
Largest force on an atom, eV/Å: 0.9
Energy relative to the best compared isomer or geometry (same formula, charge and spin), kJ/mol: 250.09
SMILES string: NN1CC[C@]12CC[NH2+]2
HOMO, eV: -13.5100

Mulliken population analysis, charges in e, atoms 1 to 5:
1 N -0.086
2 N -0.634
3 N 0.001
4 C -0.800
5 C -0.609



Entry 4:
Computed, not measured: C18H9NO4PtS5 as an isolated structure, with wB97M-V/def2-TZVPD.

The geometry in ORCA input format:
```
! RIJCOSX wB97M-V def2-TZVPD def2/J DEFGRID3
* xyz 0 1
Pt -0.509 -0.478 -0.685
S -4.981 -1.028 -2.373
S -2.280 -1.809 -1.215
S -4.087 1.633 -3.081
S -6.879 0.841 -3.684
S -1.314 1.200 -1.970
O -0.188 -1.809 1.198
O -2.549 2.018 1.376
O 1.459 0.347 -0.486
O 0.857 -0.822 -2.214
N -1.417 0.012 1.012
C 4.108 0.633 -1.449
C 5.382 0.743 -1.977
C -2.015 0.457 5.558
C 3.427 -0.658 -3.380
C -0.848 -1.312 4.380
C -5.386 0.481 -3.129
C 5.677 0.158 -3.202
C -3.325 -0.644 -2.004
C 3.134 -0.069 -2.153
C -2.915 0.585 -2.335
C -1.154 -0.654 3.208
C -2.026 1.018 1.770
C -1.297 -0.733 5.566
C 1.781 -0.185 -1.599
C -2.314 1.116 4.365
C -1.872 0.539 3.198
C 4.703 -0.541 -3.903
C -0.854 -0.935 1.789
H -2.868 2.045 4.351
H 6.147 1.286 -1.438
H 2.652 -1.197 -3.908
H 4.941 -0.994 -4.856
H -1.083 -1.216 6.510
H 3.854 1.082 -0.499
H 6.674 0.247 -3.614
H -0.287 -2.236 4.377
H -2.347 0.878 6.498
*
```

Results
Largest force on an atom, eV/Å: 0.6
HOMO, eV: -7.5620

Mulliken population analysis, charges in e, atoms 1 to 5:
1 Pt 1.510
2 S -0.086
3 S -0.340
4 S -0.078
5 S -0.234



Entry 5:
Computed, not measured: one molecule with the formula C19H26N2O2, with wB97M-V/def2-TZVPD.

The geometry in ORCA input format:
```
! RIJCOSX wB97M-V def2-TZVPD def2/J DEFGRID3
* xyz 0 1
O -2.851 -3.127 -0.676
O 2.950 1.212 -0.410
N -4.016 -1.209 -0.911
N 1.585 0.946 1.390
C 5.818 1.736 0.367
C 4.856 2.716 1.033
C -5.174 -1.893 -1.440
C 0.502 -0.291 -0.426
C -0.605 -0.979 -0.885
C -1.748 -0.560 1.179
C -5.301 -1.643 -2.952
C -4.695 -0.282 -3.312
C 5.187 -0.024 2.022
C 0.493 0.261 0.852
C -0.640 0.112 1.651
C 6.348 0.722 1.374
C -1.742 -1.109 -0.098
C 4.264 0.960 2.736
C 3.707 2.004 1.755
C 2.738 1.349 0.772
C -4.908 0.697 -2.161
C -4.087 0.236 -0.948
C -2.906 -1.913 -0.593
H 1.373 -0.182 -1.048
H 6.926 1.235 2.148
H -0.588 -1.422 -1.870
H -3.623 -0.388 -3.486
H -4.595 1.702 -2.444
H 6.647 2.292 -0.076
H -6.355 -1.675 -3.230
H 7.012 0.014 0.874
H 5.561 -0.759 2.738
H 4.625 -0.557 1.253
H -4.540 0.613 -0.021
H 4.829 1.481 3.513
H -6.060 -1.524 -0.913
H -2.620 -0.672 1.807
H -4.785 -2.429 -3.503
H -0.648 0.527 2.650
H 4.442 3.386 0.278
H -5.054 -2.956 -1.228
H -3.072 0.634 -1.014
H 5.294 1.214 -0.433
H 5.399 3.320 1.764
H -5.147 0.101 -4.228
H 3.451 0.417 3.223
H -5.970 0.736 -1.913
H 1.484 1.185 2.367
H 3.137 2.751 2.322
*
```

Results
Largest force on an atom, eV/Å: 0.6
Energy relative to the best compared isomer or geometry (same formula, charge and spin), kJ/mol: 43.25
SMILES string: O=C(Nc1ccc(C(=O)N2CCCCC2)cc1)C1CCCCC1
HOMO, eV: -8.4936

Mulliken population analysis, charges in e, atoms 1 to 5:
1 O -0.665
2 O -0.653
3 N 0.117
4 N -0.077
5 C -0.500